Record 1
DFT (ωB97M-V/def2-TZVPD) results for a molecular structure, C3H3NOS2 in a non-equilibrium geometry.

Positions of all 10 atoms, in Å:
C: 1.73 -1.57 0.02
C: -0.37 1.02 -0.08
C: -1.92 1.11 0.25
H: 1.03 -2.36 0.69
H: 2.65 -2.01 -0.55
H: -2.18 2.24 1.01
N: 1.34 -0.36 -0.46
O: 0.01 -0.24 -0.17
S: 0.70 2.34 -0.31
S: -2.97 -0.16 -0.40

For the HOMO energy, the calculation gives -8.90 eV. The value obtained for the total energy is -28361.3871 eV. The LUMO energy comes out at -1.95 eV. The spin multiplicity is 1. The value obtained for the max |F| is 6.29 eV Å⁻¹. The energy relative to the best compared isomer or geometry (same formula, charge and spin) comes out at 148.7 kcal/mol. Its HOMO-LUMO gap is 6.96 eV.


Record 2
DFT (ωB97M-V/def2-TZVPD) results for 2 unconnected molecules or ions with the total composition C8H12 in a non-equilibrium geometry.

Positions of all 20 atoms, in Å:
C: -1.13 0.52 0.06
C: -2.35 0.64 -0.78
C: 1.41 0.25 1.64
C: 2.60 0.94 -0.42
C: 1.35 0.64 0.36
C: 0.12 0.69 -0.41
C: -0.66 -2.31 0.31
C: -1.63 -2.84 -0.16
H: -1.30 0.53 1.13
H: 0.25 0.79 -1.48
H: -2.95 1.49 -0.46
H: -2.10 0.74 -1.83
H: -2.96 -0.26 -0.66
H: 0.25 -2.01 0.78
H: 0.53 0.10 2.24
H: 2.34 0.25 2.18
H: 2.77 0.17 -1.18
H: 2.50 1.90 -0.93
H: 3.47 0.99 0.23
H: -2.48 -3.23 -0.63

For the HOMO energy, the calculation gives -8.42 eV. The value obtained for the total energy is -8487.1793 eV. The LUMO energy comes out at 1.00 eV. The spin multiplicity is 1. The value obtained for the max |F| is 1.45 eV Å⁻¹. The energy relative to the best compared isomer or geometry (same formula, charge and spin) comes out at 55.4 kcal/mol. As for the SMILES: C=C(C)/C=C/C.C#C. Its HOMO-LUMO gap is 9.42 eV.